[1]
The following is a quantum chemistry calculation of a cluster of 15 separate species, C27H40Br2Cl43F3NP2 in total in a non-equilibrium geometry, from OMol25.

Each line ends with the Mulliken charge.
Element x y z (Å)
C 7.65 -2.87 1.24  -1.5590
C 6.36 -2.03 1.06  -0.2450
C 6.60 -0.79 0.21  -0.9529
P 4.99 0.05 -0.43  0.9401
Cl 6.19 1.79 -1.17  -0.3997
C 3.34 0.88 -1.06  -0.8509
C 2.31 -0.13 -1.53  -1.1743
C 0.86 0.34 -1.35  0.7116
F 0.74 1.54 -0.73  -0.2241
Br 0.02 0.55 -3.14  -0.1161
C 0.00 -0.69 -0.57  0.4248
F 0.17 -1.94 -1.10  -0.2095
F 0.33 -0.71 0.74  -0.1785
Br -1.94 -0.27 -0.68  -0.1650
C 4.70 0.83 1.35  -1.4016
C 5.05 2.27 1.59  0.8010
C 6.40 2.55 2.20  -0.8908
N 4.31 3.28 1.36  -0.9096
P 5.20 -0.88 -2.55  0.1816
C 6.84 -0.50 -3.30  -1.2494
C 5.21 -2.75 -2.31  -0.7407
C 6.58 -3.43 -2.38  -0.6361
H 8.44 -2.50 0.60  0.3491
H 7.46 -3.92 1.03  0.3245
H 8.00 -2.82 2.27  0.3945
H 5.54 -2.64 0.68  0.2433
H 6.06 -1.71 2.06  0.4603
H 7.24 -1.07 -0.62  0.3050
H 7.14 -0.03 0.77  0.2588
H 4.21 -1.10 0.01  -0.1540
H 3.59 1.58 -1.84  0.4710
H 2.94 1.41 -0.21  -0.0279
H 2.41 -1.08 -1.02  0.2927
H 2.45 -0.37 -2.58  0.6210
H 5.33 0.25 2.02  0.3095
H 3.68 0.64 1.68  0.6122
H 7.04 3.07 1.50  -0.0500
H 6.24 3.21 3.05  0.3771
H 6.86 1.63 2.57  0.1858
H 3.42 2.96 0.97  0.3866
H 6.84 0.49 -3.73  0.4702
H 7.00 -1.21 -4.11  0.4288
H 7.69 -0.59 -2.62  0.2911
H 4.62 -3.13 -3.14  0.5692
H 4.66 -3.01 -1.41  0.4197
H 7.23 -3.15 -1.56  0.0741
H 7.02 -3.28 -3.35  -0.1761
H 6.42 -4.51 -2.29  0.4519
C -4.84 1.30 1.88  0.0759
Cl -4.58 3.04 1.99  -0.1600
Cl -6.08 0.77 3.01  -0.1250
Cl -5.31 0.86 0.23  0.0053
H -3.91 0.79 2.12  0.1820
C -7.66 -1.68 -0.45  0.4796
Cl -8.88 -0.48 -0.84  -0.1152
Cl -7.57 -1.93 1.29  -0.0778
Cl -7.96 -3.19 -1.32  -0.1414
H -6.70 -1.30 -0.78  -0.1298
C -0.81 3.36 2.70  0.0553
Cl 0.49 4.47 3.12  -0.1237
Cl -0.18 1.86 2.05  -0.0104
Cl -1.83 3.04 4.11  -0.1375
H -1.42 3.82 1.94  0.2167
C -4.35 0.76 -3.49  0.9957
Cl -4.86 2.39 -3.05  -0.1255
Cl -5.73 -0.35 -3.45  -0.0985
Cl -3.56 0.72 -5.08  -0.0925
H -3.63 0.42 -2.76  -0.6650
C 9.26 -4.62 -5.67  0.0078
Cl 7.55 -5.02 -5.55  -0.1060
Cl 9.56 -2.96 -5.15  -0.0972
Cl 10.24 -5.76 -4.74  -0.1367
H 9.55 -4.70 -6.71  0.3263
C -10.33 -5.30 2.40  0.0220
Cl -11.18 -4.05 3.31  -0.1186
Cl -11.30 -6.77 2.30  -0.1728
Cl -9.89 -4.72 0.79  -0.0709
H -9.42 -5.54 2.93  0.3024
C -6.43 3.10 -7.66  0.4184
Cl -7.62 4.37 -7.99  -0.1469
Cl -6.19 2.88 -5.93  -0.0388
Cl -6.91 1.58 -8.43  -0.1438
H -5.48 3.41 -8.08  -0.1157
C 6.17 2.61 6.43  -0.0341
Cl 5.09 3.44 5.32  -0.0820
Cl 6.42 0.93 5.94  -0.1171
Cl 7.72 3.45 6.56  -0.1279
H 5.72 2.61 7.41  0.3594
C 10.40 3.47 1.79  -0.0538
Cl 9.17 4.65 1.38  -0.1161
Cl 10.43 3.16 3.53  -0.1262
Cl 10.15 1.97 0.90  -0.0717
H 11.37 3.87 1.51  0.3563
C -3.44 6.00 -8.63  0.0172
Cl -1.80 6.63 -8.77  -0.0764
Cl -4.10 5.58 -10.21  -0.1368
Cl -3.47 4.60 -7.55  -0.1049
H -4.06 6.77 -8.20  0.3044
C -12.25 -6.77 5.99  0.7343
Cl -13.95 -7.23 6.10  -0.0926
Cl -11.95 -5.26 6.85  -0.1052
Cl -11.20 -8.06 6.60  -0.1206
H -12.01 -6.61 4.95  -0.3915
C -8.86 3.13 5.49  0.0492
Cl -8.53 3.87 7.06  -0.1266
Cl -10.37 3.73 4.82  -0.1293
Cl -7.52 3.40 4.38  -0.0486
H -8.96 2.06 5.64  0.2587
C 1.91 7.67 -6.76  -0.0032
Cl 2.05 9.18 -7.66  -0.1275
Cl 0.41 7.63 -5.83  -0.0965
Cl 2.01 6.28 -7.84  -0.1049
H 2.74 7.61 -6.06  0.3338
C -14.57 -8.34 10.32  0.0214
Cl -14.36 -7.81 12.00  -0.1305
Cl -16.05 -7.66 9.64  -0.1278
Cl -13.17 -7.91 9.34  -0.0535
H -14.66 -9.41 10.32  0.2886

Summary:
orbital gap	0.184	hartree
highest occupied orbital energy	-0.1410	Eh
net charge	-1

---

[2]
The following is a quantum chemistry calculation of a cluster of 12 separate species, C33H66O39S3 in total in a non-equilibrium geometry, from OMol25.

Each line ends with the Mulliken charge.
Element x y z (Å)
C 1.54 0.78 -0.62  0.3168
C 0.26 1.40 -0.02  1.4797
O -0.46 0.35 0.56  -0.1951
S 0.49 -1.04 0.76  0.7498
O -0.27 -2.26 0.47  -0.3695
O 1.47 -0.93 1.88  -0.4103
O 1.29 -0.61 -0.63  0.0634
H 2.54 0.81 -0.19  -0.1226
H 1.83 1.16 -1.60  -0.0896
H -0.45 1.84 -0.73  -1.4035
H 0.45 2.21 0.68  -0.1649
C 3.60 -4.15 -2.78  -0.1402
C 3.16 -2.98 -1.94  0.3040
O 2.84 -3.34 -0.59  -0.1447
S 2.38 -4.96 -0.60  1.0796
O 0.93 -5.16 -0.31  -0.4869
O 3.37 -5.79 0.13  -0.5879
O 2.68 -5.10 -2.23  -0.4450
H 4.62 -4.49 -2.61  0.3363
H 3.37 -3.99 -3.83  0.1814
H 2.27 -2.51 -2.36  -0.3117
H 3.98 -2.27 -1.80  0.3825
C 1.07 6.22 -1.03  -0.2702
C 2.26 6.83 -1.69  -0.4615
O 3.15 5.72 -2.14  -0.3703
S 2.60 4.27 -1.61  0.9808
O 3.64 3.49 -0.91  -0.4164
O 1.86 3.60 -2.70  -0.4493
O 1.59 4.93 -0.51  -0.2171
H 0.25 6.07 -1.73  0.1784
H 0.68 6.97 -0.34  0.4328
H 2.81 7.54 -1.08  0.2870
H 2.04 7.47 -2.54  0.3276
C 4.86 -2.07 -7.01  -0.7879
O 4.11 -1.11 -6.12  -0.3741
C 4.27 -1.16 -4.76  0.6480
O 5.06 -1.99 -4.23  -0.6181
O 3.45 -0.34 -4.07  -0.0397
C 2.82 0.85 -4.64  -0.3557
H 4.74 -1.68 -8.02  0.3135
H 4.68 -3.14 -7.09  0.2993
H 5.94 -1.95 -6.89  0.3227
H 1.77 0.88 -4.35  -0.0092
H 2.79 0.78 -5.72  0.3754
H 3.32 1.76 -4.27  0.2125
C -1.41 2.26 -3.63  -0.2343
O -2.56 2.20 -4.39  -0.1846
C -2.40 2.45 -5.68  0.7119
O -1.34 2.78 -6.30  -0.6245
O -3.61 2.40 -6.23  -0.3234
C -3.87 2.59 -7.59  -0.6892
H -0.62 2.93 -3.95  0.6542
H -1.09 1.22 -3.55  0.2416
H -1.62 2.56 -2.61  -0.4051
H -3.38 1.91 -8.29  0.3041
H -3.63 3.62 -7.87  0.2980
H -4.93 2.37 -7.73  0.2571
C 0.14 -3.52 -4.25  -0.8402
O -0.10 -2.36 -3.52  0.0711
C -1.21 -2.41 -2.77  0.5237
O -1.98 -3.36 -2.62  -0.6229
O -1.46 -1.14 -2.28  -0.0876
C -2.63 -0.78 -1.49  -1.3643
H -0.74 -4.12 -4.51  0.3810
H 0.76 -4.20 -3.67  0.2066
H 0.50 -3.15 -5.21  0.2719
H -3.50 -0.89 -2.13  0.7195
H -2.52 0.29 -1.29  0.1970
H -2.74 -1.42 -0.62  0.5110
C -2.81 -3.03 2.75  0.1686
O -3.54 -3.63 3.81  -0.3902
C -3.27 -3.30 5.03  0.8435
O -2.32 -2.59 5.41  -0.5518
O -4.11 -3.89 5.81  -0.4025
C -4.08 -3.83 7.22  -0.6419
H -1.96 -3.64 2.47  0.2625
H -2.57 -1.99 2.96  -0.2742
H -3.48 -2.83 1.91  0.2451
H -3.57 -4.68 7.68  0.3062
H -5.01 -3.63 7.75  0.3065
H -3.44 -3.00 7.52  0.1698
C 2.53 2.55 2.84  -0.2130
O 3.60 1.87 2.18  0.0414
C 4.81 2.42 1.83  0.5834
O 5.24 3.58 2.06  -0.6603
O 5.47 1.55 1.11  -0.1813
C 6.83 1.76 0.68  -0.7551
H 2.90 3.27 3.58  0.4613
H 1.81 1.88 3.30  -0.0075
H 2.07 3.09 2.01  -0.0764
H 6.96 1.06 -0.15  0.2471
H 7.54 1.47 1.45  0.3091
H 7.05 2.75 0.28  0.3059
C -1.84 0.78 3.48  0.1489
O -2.97 0.18 2.94  -0.2423
C -3.57 0.61 1.82  0.5847
O -3.15 1.50 1.08  -0.4632
O -4.65 -0.21 1.58  -0.1909
C -5.31 -0.13 0.35  -0.6024
H -1.50 0.07 4.23  -0.2790
H -2.05 1.64 4.11  0.4797
H -1.03 0.96 2.78  -0.1892
H -5.90 0.79 0.41  0.3785
H -5.87 -1.05 0.18  0.2120
H -4.67 0.04 -0.51  0.1576
C -2.03 0.50 7.60  -0.4705
O -0.82 1.25 7.17  -0.3533
C 0.21 0.68 6.49  0.7713
O 1.13 1.26 5.92  -0.5918
O 0.07 -0.71 6.52  -0.2857
C 0.97 -1.64 5.81  -0.6424
H -1.74 -0.04 8.50  0.3134
H -2.35 -0.31 6.96  0.0970
H -2.78 1.24 7.87  0.3051
H 0.72 -2.68 6.03  0.2601
H 2.02 -1.56 6.09  0.5454
H 0.96 -1.37 4.75  0.0947
C -4.38 5.27 -4.13  -0.8981
O -3.49 4.67 -3.13  -0.1486
C -3.75 4.88 -1.87  0.4787
O -4.76 5.49 -1.42  -0.6105
O -2.72 4.28 -1.17  0.0882
C -2.58 4.65 0.22  -0.8346
H -4.73 6.26 -3.85  0.4103
H -5.23 4.64 -4.40  0.3114
H -3.88 5.52 -5.06  0.2888
H -1.84 4.06 0.77  0.1716
H -3.46 4.46 0.83  0.2671
H -2.53 5.73 0.37  0.3912
C 2.38 -3.83 3.14  -0.5925
O 0.98 -4.14 3.28  -0.0217
C 0.59 -5.29 3.83  0.6103
O 1.38 -6.04 4.33  -0.5992
O -0.67 -5.53 3.44  -0.0776
C -1.24 -6.80 3.84  -0.9336
H 2.50 -3.24 2.22  -0.0716
H 3.07 -4.67 3.15  0.4121
H 2.55 -3.26 4.05  0.2964
H -2.01 -7.13 3.15  0.2836
H -1.84 -6.62 4.73  0.2879
H -0.53 -7.60 4.06  0.3544

Summary:
orbital gap	0.376	hartree
ΔE to the lowest compared entry with this formula, charge and spin	69.0	kcal per mole
SMILES	O=S1(=O)OCCO1.O=S1(=O)OCCO1.O=S1(=O)OCCO1.COC(=O)OC.COC(=O)OC.COC(=O)OC.COC(=O)OC.COC(=O)OC.COC(=O)OC.COC(=O)OC.COC(=O)OC.COC(=O)OC
highest occupied orbital energy	-0.3742	Eh
net charge	0

---

[3]
The following is a quantum chemistry calculation of a structure of composition C45H43Cl2N3O5P2S2Zr, from OMol25.

Each line ends with the Mulliken charge.
Element x y z (Å)
Zr 0.65 -0.07 0.57  -0.8263
C -1.49 1.74 -3.03  -1.3038
N -0.61 1.26 -1.95  1.0727
P 0.35 -0.14 -2.12  2.0508
C 1.51 -0.01 -3.48  0.2234
C 1.10 0.23 -4.79  -0.6004
C 2.05 0.37 -5.79  -0.8962
C 3.41 0.24 -5.49  -0.6048
C 3.82 -0.03 -4.19  -0.7272
C 2.87 -0.15 -3.19  -0.2020
C -0.82 -1.45 -2.56  0.9359
C -2.05 -1.52 -1.90  -0.3144
C -2.89 -2.60 -2.12  -0.6094
C -2.50 -3.63 -2.98  -0.7809
C -1.27 -3.57 -3.62  -0.7797
C -0.43 -2.49 -3.41  -0.9861
P 0.26 2.34 -0.93  0.8978
C 1.24 3.39 -2.05  1.3574
C 2.60 3.16 -2.22  -0.3296
C 3.33 3.90 -3.14  -1.1154
C 2.70 4.88 -3.89  -0.7207
C 1.34 5.11 -3.73  -0.7946
C 0.61 4.38 -2.81  -0.8871
C -0.97 3.47 -0.25  1.0211
C -0.61 4.76 0.13  -0.8766
C -1.52 5.58 0.77  -0.7963
C -2.80 5.12 1.04  -0.8283
C -3.17 3.83 0.67  -0.6841
C -2.26 3.00 0.04  -0.4913
H -2.08 0.91 -3.42  0.4716
H -0.92 2.18 -3.84  0.3997
H -2.17 2.49 -2.63  0.4044
H 0.05 0.30 -5.03  0.4688
H 1.74 0.56 -6.81  0.4469
H 4.14 0.34 -6.28  0.4321
H 4.87 -0.15 -3.97  0.4577
H 3.18 -0.36 -2.17  0.3332
H -2.34 -0.74 -1.21  -0.1090
H -3.85 -2.64 -1.63  0.5156
H -3.15 -4.47 -3.15  0.4476
H -0.97 -4.37 -4.28  0.4714
H 0.53 -2.44 -3.93  0.4804
H 3.10 2.37 -1.67  0.4145
H 4.39 3.72 -3.27  0.4805
H 3.27 5.46 -4.61  0.4425
H 0.85 5.88 -4.32  0.4640
H -0.44 4.59 -2.67  0.4916
H 0.39 5.13 -0.08  0.5161
H -1.23 6.58 1.05  0.4714
H -3.52 5.76 1.53  0.4258
H -4.16 3.47 0.88  0.4856
H -2.54 1.99 -0.21  0.0640
Cl 3.36 1.04 0.57  -0.0278
C 3.34 2.74 1.16  -0.3657
Cl 1.76 3.17 1.78  0.0290
H 3.59 3.37 0.32  0.3107
H 4.09 2.79 1.95  0.4913
O -3.50 0.15 1.26  -0.1002
C -3.61 0.62 2.55  0.5550
C -4.85 0.92 3.09  -0.8278
C -4.95 1.34 4.41  -0.5909
C -3.81 1.46 5.20  -0.9283
C -2.58 1.16 4.65  -0.7806
C -2.45 0.75 3.32  -0.2071
C -1.11 0.47 2.79  0.2118
O -0.81 0.88 1.57  0.7890
N -0.25 -0.15 3.52  -0.6039
N 0.98 -0.33 2.85  0.2572
C 1.87 -0.80 3.66  -0.0417
S 1.48 -1.11 5.33  0.0323
C 3.19 -1.45 5.83  -0.6536
C 3.91 -2.10 4.66  -0.6418
S 3.51 -1.14 3.18  0.0549
H -4.39 0.05 0.91  0.2224
H -5.74 0.81 2.49  0.4907
H -5.92 1.57 4.82  0.4401
H -3.89 1.78 6.23  0.4261
H -1.68 1.24 5.25  0.5111
H 3.15 -2.12 6.69  0.4363
H 3.67 -0.52 6.12  0.3326
H 3.58 -3.13 4.51  0.2735
H 4.99 -2.08 4.78  0.4524
C -3.63 -5.32 1.90  -0.7380
O -2.32 -5.88 1.77  -0.4405
C -1.31 -5.09 1.46  0.8233
C -0.04 -5.72 1.37  -1.1710
C 1.06 -4.98 1.07  -1.4344
C 0.98 -3.58 0.85  0.1957
C 2.14 -2.85 0.48  1.2598
C 3.46 -3.52 0.28  -2.1020
O 2.12 -1.59 0.28  0.3241
C -0.30 -2.97 0.93  0.7947
O -0.46 -1.67 0.74  -0.1832
C -1.43 -3.72 1.23  -0.2701
H -4.28 -6.15 2.16  0.2697
H -3.95 -4.89 0.95  0.2957
H -3.65 -4.57 2.69  0.3307
H 0.01 -6.79 1.55  0.5140
H 2.01 -5.48 1.00  0.4693
H 3.41 -4.21 -0.55  0.4483
H 3.75 -4.09 1.17  0.4940
H 4.22 -2.76 0.08  0.3046
H -2.37 -3.20 1.29  0.3877

Summary:
orbital gap	0.262	hartree
ΔE to the lowest compared entry with this formula, charge and spin	4.6	kcal per mole
highest occupied orbital energy	-0.4684	Eh
net charge	+2

---

no.,LUMO energy (hartree)
1,0.0427
2,0.0022
3,-0.2064